{
  "formula": "C10H18ClF6KLiO10PS2",
  "method": "the ωB97M-V functional and the def2-TZVPD basis",
  "elements": ["O", "S", "O", "O", "C", "C", "C", "C", "C", "C", "O", "S", "O", "O", "O", "H", "H", "H", "H", "H", "H", "H", "H", "H", "H", "H", "H", "K", "Cl", "C", "C", "C", "O", "C", "O", "O", "H", "H", "H", "H", "H", "H", "Li", "F", "P", "F", "F", "F", "F", "F"],
  "coordinates": [[-1.370, -2.879, 1.904], [-0.483, -2.063, 1.183], [0.883, -2.601, 1.343], [-0.840, -2.211, -0.354], [-0.451, -0.307, 1.774], [-1.731, 0.518, 1.464], [-1.881, 0.898, -0.025], [-3.344, 1.114, -0.479], [-4.345, 0.086, -0.008], [-3.973, -1.371, 0.141], [-5.286, -1.967, 0.298], [-6.122, -0.937, 1.243], [-6.017, -1.321, 2.601], [-7.379, -0.617, 0.744], [-5.113, 0.403, 1.164], [-0.052, -2.476, -0.860], [0.445, 0.301, 1.421], [-0.380, -0.362, 2.897], [-2.584, -0.011, 1.890], [-1.631, 1.458, 2.033], [-1.376, 0.220, -0.710], [-1.380, 1.869, -0.158], [-3.344, 1.060, -1.568], [-3.671, 2.135, -0.240], [-5.129, 0.046, -0.783], [-3.515, -1.624, 1.104], [-3.523, -1.827, -0.735], [1.882, -0.198, 1.138], [-6.495, -2.576, -1.805], [4.320, 3.222, -4.755], [3.203, 3.029, -3.756], [3.680, 2.961, -2.327], [2.660, 2.149, -1.715], [2.200, 1.315, -2.691], [1.557, 0.332, -2.486], [2.573, 1.739, -3.907], [4.926, 2.320, -4.838], [3.916, 3.425, -5.746], [4.959, 4.057, -4.468], [2.439, 3.799, -3.887], [3.742, 3.938, -1.855], [4.638, 2.449, -2.220], [-2.760, 2.997, 2.206], [6.455, -3.530, 4.671], [5.169, -3.223, 3.695], [4.520, -3.381, 2.177], [6.366, -2.372, 2.943], [4.360, -1.773, 3.713], [4.255, -3.358, 5.055], [5.026, -4.853, 3.571]],
  "mulliken_charge": [-0.5407, 1.3354, -0.6691, -0.4276, -1.7286, -0.0591, -0.2827, -1.2953, 0.1794, -0.3046, -0.3000, 1.0334, -0.5912, -0.4999, -0.5524, 0.3832, 0.5126, 0.5509, 0.5097, -0.1883, 0.3016, 0.4864, 0.3919, 0.3861, 0.5505, 0.3879, 0.2002, 1.0186, -0.7671, -1.4356, 0.4588, -0.4913, -0.2928, 0.6148, -0.5173, -0.3243, 0.3655, 0.3623, 0.3742, 0.2504, 0.3193, 0.3361, 0.9371, -0.3302, 0.9918, -0.3306, -0.3354, -0.3224, -0.3251, -0.3266],
  "total_energy_ev": -107449.2418,
  "homo_energy_ev": -6.03,
  "max_force_ev_per_a": 8.81,
  "de_lowest_ev": 0.000,
  "spin_multiplicity": 1
}


{
  "formula": "C24H52N3O11",
  "method": "the ωB97M-V functional and the def2-TZVPD basis",
  "elements": ["C", "C", "O", "N", "H", "H", "C", "H", "H", "H", "H", "H", "H", "C", "C", "O", "N", "H", "H", "C", "H", "H", "H", "H", "H", "H", "N", "O", "O", "O", "C", "C", "C", "O", "H", "H", "H", "H", "H", "H", "H", "H", "C", "C", "C", "O", "H", "H", "H", "H", "H", "H", "H", "H", "C", "C", "C", "O", "H", "H", "H", "H", "H", "H", "H", "H", "C", "C", "C", "O", "H", "H", "H", "H", "H", "H", "H", "H", "C", "C", "C", "O", "C", "C", "C", "O", "H", "H", "H", "H"],
  "coordinates": [[-4.520, -0.161, 0.761], [-4.051, -0.237, 2.200], [-4.717, 0.217, 3.163], [-2.667, -0.911, 2.459], [-2.019, -0.475, 1.885], [-2.384, -1.018, 3.488], [-2.731, -2.420, 2.331], [-5.470, -0.666, 0.606], [-3.894, -0.759, 0.080], [-4.536, 0.846, 0.352], [-3.850, -2.825, 2.744], [-1.978, -2.911, 2.642], [-2.891, -2.749, 1.428], [1.502, 3.792, 2.176], [2.411, 2.722, 2.628], [3.632, 2.781, 2.460], [1.692, 1.528, 3.066], [1.404, 1.707, 4.054], [0.797, 1.339, 2.670], [2.540, 0.337, 3.248], [1.083, 3.457, 1.221], [2.142, 4.553, 1.797], [0.887, 4.151, 2.917], [3.530, -0.085, 2.667], [2.084, -0.554, 2.970], [2.746, 0.211, 4.177], [-0.029, 0.790, 0.198], [0.503, 1.812, 0.755], [0.526, 0.201, -0.736], [-0.951, 0.177, 0.767], [1.262, -3.699, 1.429], [0.975, -3.291, -0.060], [1.282, -4.330, -1.026], [-0.439, -3.033, -0.037], [0.950, -4.624, 1.792], [1.039, -2.909, 2.270], [2.397, -3.684, 1.726], [1.231, -2.206, -0.167], [0.743, -5.347, -1.114], [2.427, -4.715, -1.146], [1.133, -4.158, -1.901], [-0.696, -2.114, -0.233], [-2.422, 4.527, 0.947], [-2.144, 3.692, 2.128], [-2.849, 4.023, 3.359], [-2.652, 2.516, 1.692], [-1.689, 4.251, 0.239], [-2.238, 5.651, 1.392], [-3.192, 4.632, 0.197], [-1.175, 3.622, 2.302], [-2.505, 3.268, 4.094], [-3.950, 4.156, 3.323], [-2.529, 5.031, 3.743], [-2.004, 2.017, 1.288], [4.691, -0.597, -1.015], [3.248, -1.065, -1.078], [3.208, -2.590, -1.252], [2.595, -0.696, 0.074], [4.863, 0.406, -0.763], [5.124, -1.034, -1.958], [5.445, -0.916, -0.235], [2.610, -0.739, -1.851], [3.561, -3.064, -0.452], [3.799, -2.783, -2.130], [2.206, -2.892, -1.172], [1.610, -0.426, -0.101], [-1.881, -2.321, -3.967], [-1.815, -1.687, -2.639], [-2.129, -0.153, -2.719], [-2.754, -2.247, -1.805], [-2.723, -1.973, -4.371], [-1.821, -3.372, -4.048], [-0.953, -1.958, -4.573], [-0.715, -1.665, -2.222], [-1.559, 0.303, -3.538], [-2.042, 0.485, -1.923], [-2.871, 0.001, -3.226], [-2.513, -3.172, -1.645], [2.329, 1.000, -4.299], [2.877, 1.588, -3.020], [1.843, 2.073, -1.995], [2.213, 2.505, -0.932], [0.429, 1.794, -2.271], [-0.003, 1.159, -3.433], [0.923, 0.632, -4.449], [0.519, 0.037, -5.489], [3.260, 0.590, -4.898], [3.836, 1.517, -2.889], [-0.087, 1.915, -1.372], [-1.069, 1.216, -3.754]],
  "mulliken_charge": [-0.4359, 0.5532, -0.4982, 0.4384, 0.3828, 0.4810, -1.4050, 0.4615, -0.1536, 0.1956, 0.2812, 0.6631, 0.5765, -1.0021, 0.6640, -0.4851, 0.3670, 0.5000, -0.0225, -1.0278, 0.0687, 0.4497, 0.4848, 0.1931, 0.2223, 0.7305, -0.6950, 0.5725, -0.5217, -0.6312, -1.4341, 3.6900, -2.1418, -0.5909, 0.4706, 0.0466, 0.1812, -1.4311, 0.3490, 0.3268, 0.8552, -0.1069, -1.1281, 1.9412, -1.5508, -0.4814, 0.2114, 0.2179, 0.3269, -0.8534, 0.3365, 0.3349, 0.3861, -0.0128, -1.8565, 1.7781, -1.0727, -0.5220, 0.5206, 0.3559, 0.3045, -0.2592, 0.7359, 0.5523, -0.5832, -0.4464, -1.5878, 2.6045, -2.9637, -0.5831, 0.4914, 0.5111, 0.2494, -1.0928, -0.0374, 0.5689, 1.4733, 0.3849, -0.6060, -0.7806, 0.7151, -0.5107, -0.0873, -0.2617, 0.5374, -0.6155, 0.2513, 0.8139, 0.3616, 0.3054],
  "total_energy_ev": -52694.2109,
  "homo_energy_ev": -11.22,
  "max_force_ev_per_a": 11.38,
  "total_charge": 1,
  "de_lowest_ev": 6.640,
  "spin_multiplicity": 1
}


{
  "formula": "C21H30N3O3P",
  "method": "the ωB97M-V functional and the def2-TZVPD basis",
  "elements": ["C", "C", "O", "P", "O", "N", "C", "N", "C", "C", "C", "C", "C", "C", "C", "C", "N", "C", "C", "C", "C", "C", "C", "C", "C", "O", "C", "C", "H", "H", "H", "H", "H", "H", "H", "H", "H", "H", "H", "H", "H", "H", "H", "H", "H", "H", "H", "H", "H", "H", "H", "H", "H", "H", "H", "H", "H", "H"],
  "coordinates": [[-4.535, -0.468, 1.644], [-4.645, -0.641, 0.140], [-3.489, -0.150, -0.529], [-2.175, -1.071, -0.472], [-2.434, -2.502, -0.353], [-1.301, -0.361, 0.774], [-0.032, -0.801, 1.190], [0.787, -0.132, 1.891], [0.505, 1.217, 2.324], [1.632, 1.639, 3.272], [0.442, 2.171, 1.151], [1.439, 2.129, 0.183], [1.409, 2.997, -0.893], [0.379, 3.916, -1.018], [-0.623, 3.957, -0.064], [-0.592, 3.088, 1.013], [0.263, -2.070, 0.825], [1.641, -2.519, 0.861], [1.701, -3.983, 0.438], [2.507, -1.651, -0.027], [3.695, -1.112, 0.446], [4.470, -0.297, -0.362], [4.062, -0.010, -1.654], [2.878, -0.544, -2.133], [2.107, -1.361, -1.326], [-1.406, -0.766, -1.834], [-0.845, 0.487, -2.203], [-1.898, 1.535, -2.513], [-4.380, 0.579, 1.897], [-3.692, -1.051, 2.010], [-5.445, -0.817, 2.124], [-4.772, -1.699, -0.105], [-5.481, -0.066, -0.268], [-1.507, 0.604, 0.979], [-0.448, 1.263, 2.880], [2.583, 1.590, 2.752], [1.467, 2.654, 3.627], [1.665, 0.960, 4.120], [2.231, 1.402, 0.278], [2.191, 2.954, -1.637], [0.358, 4.598, -1.855], [-1.430, 4.669, -0.157], [-1.373, 3.133, 1.761], [-0.378, -2.529, 0.197], [1.987, -2.410, 1.895], [1.069, -4.585, 1.085], [1.357, -4.093, -0.588], [2.723, -4.348, 0.502], [4.006, -1.322, 1.458], [5.390, 0.121, 0.019], [4.663, 0.630, -2.283], [2.554, -0.323, -3.140], [1.180, -1.769, -1.705], [-0.249, 0.269, -3.094], [-0.175, 0.840, -1.411], [-2.576, 1.168, -3.279], [-2.475, 1.766, -1.621], [-1.411, 2.441, -2.864]],
  "nbo_charge": [-0.6399, -0.0670, -0.8178, 2.5128, -1.0934, -1.0231, 0.6248, -0.5749, -0.1144, -0.5852, 0.0731, -0.2528, -0.1995, -0.2316, -0.2097, -0.2667, -0.6244, -0.0530, -0.6052, -0.0192, -0.2026, -0.2132, -0.2294, -0.2254, -0.1820, -0.8145, -0.0692, -0.6384, 0.2055, 0.2225, 0.2209, 0.2028, 0.1878, 0.4346, 0.1751, 0.2106, 0.2023, 0.2153, 0.2358, 0.2155, 0.2134, 0.2137, 0.2082, 0.4160, 0.2180, 0.2190, 0.2073, 0.2199, 0.2139, 0.2134, 0.2123, 0.2099, 0.2097, 0.1886, 0.1979, 0.2138, 0.2186, 0.2197],
  "total_energy_ev": -42169.4051,
  "homo_energy_ev": -8.56,
  "max_force_ev_per_a": 1.33,
  "smiles": "CCOP(=O)(N/C(=N\\[C@@H](C)c1ccccc1)N[C@@H](C)c1ccccc1)OCC",
  "de_lowest_ev": 0.000,
  "spin_multiplicity": 1
}


{
  "formula": "C5H4O2",
  "method": "the ωB97M-V functional and the def2-TZVPD basis",
  "elements": ["O", "C", "O", "C", "C", "C", "C", "H", "H", "H", "H"],
  "coordinates": [[0.626, 1.927, 1.634], [0.051, 1.002, 1.966], [0.706, -0.851, 0.719], [1.148, -0.632, -0.548], [0.216, -0.019, -1.309], [-0.968, 0.063, -0.522], [-0.711, -0.364, 0.730], [2.090, -1.066, -0.884], [0.301, 0.230, -2.353], [-1.961, 0.262, -0.891], [-1.510, -0.560, 1.466]],
  "nbo_charge": [-0.5006, 0.4879, -0.4426, 0.1284, -0.3269, -0.2856, 0.0092, 0.2142, 0.2311, 0.2316, 0.2533],
  "total_energy_ev": -9341.8245,
  "homo_energy_ev": -8.42,
  "max_force_ev_per_a": 3.36,
  "de_lowest_ev": 2.358,
  "spin_multiplicity": 1
}


{
  "formula": "C40H39F5IrN2O2S4",
  "method": "the ωB97M-V functional and the def2-TZVPD basis",
  "elements": ["Ir", "C", "C", "C", "C", "C", "C", "C", "C", "C", "C", "C", "C", "N", "C", "C", "C", "C", "C", "C", "C", "N", "C", "C", "C", "C", "C", "C", "C", "C", "C", "C", "C", "C", "H", "H", "H", "H", "H", "H", "H", "H", "H", "H", "H", "H", "H", "H", "H", "H", "H", "H", "H", "H", "H", "H", "H", "H", "H", "H", "H", "H", "H", "H", "H", "H", "H", "H", "H", "H", "H", "H", "H", "O", "C", "S", "C", "C", "S", "S", "S", "F", "C", "C", "F", "C", "F", "C", "O", "C", "F", "C", "F"],
  "coordinates": [[0.550, 0.488, 0.401], [-2.906, 2.265, 2.855], [-2.844, 1.213, 1.747], [-4.148, 1.199, 0.944], [-2.558, -0.187, 2.245], [-3.178, -0.629, 3.405], [-3.114, -1.956, 3.786], [-2.438, -2.864, 2.995], [-1.762, -2.475, 1.842], [-1.090, -3.584, 1.032], [-2.166, -4.471, 0.389], [-0.148, -4.476, 1.844], [-1.808, -1.107, 1.494], [-1.115, -0.654, 0.297], [-1.418, -1.316, -0.774], [-0.799, -1.371, -2.054], [-1.282, -2.365, -2.931], [-0.827, -2.471, -4.216], [0.124, -1.536, -4.660], [0.595, -0.544, -3.843], [0.169, -0.433, -2.493], [0.613, 0.539, -1.677], [1.097, 1.753, -2.288], [0.200, 2.671, -2.896], [0.718, 3.878, -3.366], [2.049, 4.217, -3.244], [2.910, 3.312, -2.662], [2.461, 2.079, -2.203], [3.518, 1.175, -1.608], [3.527, 1.301, -0.080], [3.498, -0.259, -2.136], [-1.318, 2.581, -3.124], [-1.627, 2.149, -4.564], [-2.205, 1.804, -2.156], [-2.845, 3.265, 2.418], [-2.086, 2.153, 3.564], [-3.845, 2.212, 3.410], [-2.049, 1.499, 1.068], [-4.983, 0.889, 1.576], [-4.088, 0.507, 0.101], [-4.366, 2.194, 0.549], [-3.748, 0.072, 4.001], [-3.613, -2.289, 4.688], [-2.419, -3.906, 3.286], [-0.484, -3.143, 0.243], [-2.725, -5.014, 1.155], [-1.705, -5.206, -0.273], [-2.895, -3.899, -0.191], [-0.659, -4.944, 2.687], [0.707, -3.928, 2.224], [0.228, -5.276, 1.203], [-2.276, -1.969, -0.663], [-2.033, -3.053, -2.560], [-1.194, -3.243, -4.876], [0.497, -1.595, -5.676], [1.318, 0.166, -4.220], [0.033, 4.588, -3.816], [2.408, 5.174, -3.599], [3.965, 3.548, -2.574], [4.468, 1.599, -1.946], [2.595, 0.890, 0.369], [3.589, 2.346, 0.228], [4.338, 0.737, 0.377], [2.692, -0.855, -1.717], [4.438, -0.749, -1.890], [3.402, -0.256, -3.223], [-1.643, 3.622, -3.037], [-1.384, 1.099, -4.716], [-1.061, 2.738, -5.288], [-2.691, 2.281, -4.773], [-2.174, 0.736, -2.336], [-3.238, 2.124, -2.314], [-1.965, 1.991, -1.110], [1.597, 5.856, 4.396], [1.351, 4.909, 3.715], [1.431, 3.226, 4.294], [0.942, 2.480, 2.799], [0.676, 3.325, 1.732], [0.049, 2.796, 0.248], [0.899, 5.029, 1.992], [0.671, 0.816, 2.738], [4.776, -2.789, 4.800], [3.935, -2.457, 3.819], [4.387, -2.299, 2.524], [5.677, -2.497, 2.241], [3.510, -1.951, 1.512], [4.011, -1.874, 0.280], [2.143, -1.726, 1.722], [1.292, -1.449, 0.740], [1.727, -1.929, 3.049], [0.434, -1.795, 3.365], [2.589, -2.275, 4.072], [2.118, -2.433, 5.311]],
  "mulliken_spin": [0.0606, -0.0119, -0.0185, -0.0025, 0.0110, 0.0021, 0.0006, -0.0006, 0.0064, -0.0018, -0.0001, -0.0002, 0.0030, -0.0017, 0.0006, 0.0069, 0.0038, 0.0015, 0.0010, 0.0020, 0.0014, 0.0038, 0.0118, 0.0074, -0.0087, 0.0096, -0.0221, 0.0223, -0.0007, 0.0022, -0.0039, -0.0094, 0.0004, -0.0080, 0.0057, 0.0023, -0.0001, 0.0248, 0.0006, -0.0001, 0.0003, 0.0006, 0.0001, -0.0003, 0.0006, -0.0001, 0.0001, 0.0000, -0.0001, -0.0003, 0.0001, 0.0017, 0.0008, 0.0001, -0.0003, 0.0008, 0.0002, 0.0005, -0.0001, -0.0009, 0.0107, -0.0009, -0.0003, 0.0016, 0.0005, -0.0013, 0.0000, 0.0000, 0.0000, 0.0001, 0.0005, 0.0005, -0.0035, 0.0290, 0.0084, 0.0092, 0.0954, 0.1517, 0.2515, 0.0198, 0.3030, 0.0001, -0.0019, 0.0029, 0.0000, 0.0173, 0.0001, -0.0117, -0.0020, 0.0106, 0.0011, 0.0024, 0.0003],
  "total_energy_ev": -108956.0343,
  "homo_energy_ev": [-7.49, -7.63],
  "max_force_ev_per_a": 0.52,
  "s2": 0.7631,
  "de_lowest_ev": 0.000,
  "spin_multiplicity": 2
}


{
  "formula": "C13H20N3O7",
  "method": "the ωB97M-V functional and the def2-TZVPD basis",
  "elements": ["C", "C", "O", "C", "O", "N", "C", "N", "N", "C", "C", "C", "O", "H", "H", "H", "H", "H", "H", "H", "H", "H", "H", "H", "H", "H", "H", "H", "H", "H", "H", "C", "C", "C", "O", "C", "C", "C", "O", "O", "O", "H", "H"],
  "coordinates": [[-1.363, 3.335, 0.564], [0.112, 3.214, 0.220], [0.799, 4.454, 0.387], [0.616, 2.075, 1.040], [2.014, 1.808, 0.759], [2.253, 0.567, 1.251], [2.324, -0.454, 0.417], [2.222, -0.196, -0.901], [2.545, -1.731, 0.809], [2.264, -2.069, 2.207], [0.797, -1.870, 2.601], [-0.146, -2.513, 1.597], [0.407, -3.741, 1.160], [-1.867, 2.690, -0.149], [-1.555, 2.926, 1.557], [-1.740, 4.346, 0.518], [0.199, 2.863, -0.809], [1.454, 4.475, -0.308], [0.062, 1.222, 0.641], [0.473, 2.185, 2.117], [2.341, 0.467, 2.248], [1.249, 0.111, -1.216], [2.541, -0.988, -1.435], [1.996, -2.357, 0.229], [2.551, -3.095, 2.384], [2.883, -1.477, 2.880], [0.667, -2.393, 3.548], [0.524, -0.841, 2.809], [-0.406, -1.833, 0.782], [-1.081, -2.712, 2.120], [-0.296, -4.315, 0.867], [-2.387, 0.817, -3.334], [-3.268, -0.263, -3.508], [-2.936, -1.520, -2.651], [-3.662, -2.507, -2.644], [-1.733, -1.503, -1.847], [-0.876, -0.445, -1.699], [-1.266, 0.839, -2.484], [-0.557, 1.845, -2.305], [0.188, -0.417, -0.969], [-4.257, -0.304, -4.249], [-2.554, 1.738, -3.885], [-1.532, -2.435, -1.320]],
  "nbo_charge": [-0.6319, 0.0262, -0.7325, -0.1099, -0.3389, -0.2969, 0.6501, -0.7778, -0.6083, -0.2296, -0.4397, -0.0946, -0.7531, 0.2469, 0.1815, 0.2226, 0.2542, 0.4720, 0.2276, 0.1546, 0.3816, 0.4626, 0.3653, 0.4223, 0.2251, 0.1845, 0.2037, 0.2107, 0.2203, 0.1670, 0.4871, -0.5514, 0.4032, 0.4668, -0.5920, -0.4829, 0.3800, 0.4185, -0.7289, -0.8028, -0.6418, 0.2027, 0.1761],
  "total_energy_ev": -32605.4293,
  "homo_energy_ev": -3.55,
  "max_force_ev_per_a": 6.55,
  "total_charge": -1,
  "de_lowest_ev": 8.026,
  "spin_multiplicity": 1
}